[1]
Molecular formula: C49H45ClIN3O3RbS3
Method: DFT, the ωB97M-V functional and the def2-TZVPD basis

Structure (XYZ):
```
106
Properties=species:S:1:pos:R:3:lowdin_charge:R:1
Rb 1.41 1.42 -0.83 0.9070
C 3.04 4.28 -0.56 -0.1781
C 3.85 3.58 0.58 -0.1679
N 3.31 2.28 1.00 -0.1000
C 4.26 1.16 0.95 -0.2768
C 4.93 0.74 -0.38 -0.4526
S 3.84 0.09 -1.70 0.7774
C 3.85 1.51 -2.90 -0.4526
C 3.97 2.97 -2.43 -0.2197
N 2.77 3.52 -1.79 -0.1829
H 2.07 4.58 -0.15 0.0965
H 3.56 5.22 -0.82 0.1118
H 4.90 3.50 0.29 0.1021
H 3.84 4.24 1.45 0.1182
H 2.94 2.30 1.78 -0.0106
H 5.05 1.36 1.68 0.1138
H 3.73 0.28 1.34 0.0638
H 5.60 1.51 -0.76 0.0662
H 5.59 -0.10 -0.14 0.0659
H 4.70 1.31 -3.56 0.0670
H 2.96 1.40 -3.52 0.0490
H 4.88 3.12 -1.84 0.0916
H 4.15 3.58 -3.33 0.1262
H 2.27 3.95 -2.41 -0.0178
Cl -1.74 7.44 -2.87 0.6102
C -0.83 5.93 -2.74 -0.6109
C -0.24 5.58 -3.93 -0.2718
C 0.51 4.43 -4.01 -0.5816
I 1.33 4.13 -6.03 0.7236
C 0.74 3.53 -2.92 -0.4234
O 1.51 2.49 -3.31 -0.3974
C 0.00 3.95 -1.42 -0.1123
N -0.18 3.48 0.09 -0.0449
C -0.85 4.07 1.08 -0.2253
C -1.51 5.22 0.87 -0.1247
C -1.44 5.74 -0.41 -0.0591
C -0.74 5.18 -1.53 -0.2306
H -0.36 6.21 -4.81 0.0582
H -0.83 3.56 2.04 0.0985
H -2.07 5.71 1.65 0.0853
H -1.99 6.68 -0.52 0.0570
C -3.10 -4.75 -5.77 -0.0645
C -2.37 -3.82 -4.85 -0.2856
C -2.48 -2.43 -4.99 -0.0354
C -1.82 -1.58 -4.10 -0.0575
C -1.06 -2.10 -3.05 -0.3336
C -0.94 -3.48 -2.92 -0.0592
C -1.60 -4.34 -3.80 -0.0398
S -0.21 -0.98 -1.90 0.9429
O 0.82 -1.83 -1.22 -0.5272
C -1.68 -0.77 -0.83 -0.2824
C -2.59 0.21 -1.25 -0.0907
C -3.73 0.51 -0.51 -0.0060
C -3.99 -0.14 0.70 -0.1769
C -5.14 0.19 1.43 -0.0279
C -5.41 -0.42 2.65 -0.0994
C -4.54 -1.37 3.15 -0.0974
C -3.39 -1.71 2.43 -0.0169
C -3.08 -1.12 1.18 -0.1054
C -1.91 -1.45 0.40 -0.1268
C -0.97 -2.47 0.90 -0.1097
C -1.31 -3.87 0.78 -0.1025
C -2.51 -4.34 0.18 -0.0025
C -2.81 -5.70 0.08 -0.0827
C -1.91 -6.64 0.56 -0.0930
C -0.72 -6.22 1.14 -0.0327
C -0.41 -4.85 1.25 -0.1833
C 0.81 -4.46 1.82 -0.0170
C 1.15 -3.11 1.92 -0.0531
C 0.27 -2.10 1.49 -0.2592
S 0.89 -0.36 1.55 0.9353
O -0.28 0.57 1.42 -0.5136
C 1.20 -0.40 3.35 -0.3498
C 0.14 -0.38 4.26 -0.0393
C 0.38 -0.48 5.63 -0.0261
C 1.69 -0.59 6.10 -0.2782
C 1.97 -0.72 7.57 -0.0601
C 2.76 -0.58 5.19 -0.0376
C 2.51 -0.48 3.82 -0.0807
H -3.51 -4.21 -6.64 0.0732
H -3.93 -5.23 -5.25 0.0807
H -2.42 -5.51 -6.16 0.0782
H -3.07 -2.01 -5.79 0.1103
H -1.90 -0.50 -4.25 0.1162
H -0.33 -3.91 -2.12 0.1089
H -1.50 -5.42 -3.67 0.1123
H -2.41 0.78 -2.16 0.0555
H -4.41 1.28 -0.88 0.1191
H -5.83 0.95 1.06 0.1109
H -6.31 -0.15 3.21 0.0960
H -4.74 -1.85 4.10 0.0954
H -2.73 -2.46 2.86 0.1126
H -3.24 -3.64 -0.22 0.1231
H -3.74 -6.02 -0.38 0.1019
H -2.13 -7.70 0.48 0.0981
H -0.02 -6.97 1.51 0.1085
H 1.52 -5.20 2.17 0.1132
H 2.13 -2.86 2.31 0.1079
H -0.89 -0.29 3.90 0.1158
H -0.46 -0.47 6.32 0.1120
H 1.04 -0.79 8.15 0.0744
H 2.52 0.16 7.93 0.0826
H 2.56 -1.62 7.77 0.0811
H 3.78 -0.65 5.55 0.1140
H 3.35 -0.48 3.13 0.0902
H -0.81 2.22 -1.85 0.0350
```

Properties
maximum force: 0.2253 Eh/bohr
energy: -115931.4636 eV
net charge: -1
2S+1: 1
HOMO-LUMO gap (alpha / beta): 0.1345 / 0.1347 hartree
highest occupied orbital energy (alpha / beta): -2.0 / -2.0 eV

***

[2]
Molecular formula: C49H46BCoN9O4S
Method: DFT, the ωB97M-V functional and the def2-TZVPD basis

Structure (XYZ):
```
111
Properties=species:S:1:pos:R:3:lowdin_charge:R:1
Co 0.00 0.16 0.05 0.7111
C -1.16 -5.17 -0.10 -0.0113
C -1.55 -3.74 -0.07 -0.2522
C -2.82 -3.22 0.01 0.0411
C -2.66 -1.83 0.11 -0.2134
N -1.36 -1.54 0.06 0.0910
N -0.69 -2.70 -0.06 0.0376
B 0.84 -2.76 0.01 -0.4951
N 1.21 -2.11 1.36 0.0403
N 0.82 -0.86 1.62 0.0428
C 1.20 -0.55 2.86 -0.2188
C 1.84 -1.67 3.42 0.0469
C 1.83 -2.64 2.44 -0.2616
C 2.37 -4.02 2.49 -0.0080
C 0.98 0.75 3.47 -0.1632
C 1.83 1.24 4.45 -0.0231
C 1.61 2.48 5.02 -0.0672
C 0.52 3.25 4.61 -0.0624
C -0.33 2.77 3.63 -0.0645
C -0.10 1.53 3.06 -0.0458
N 1.44 -1.97 -1.17 0.0458
N 1.02 -0.72 -1.47 0.0503
C 1.67 -0.32 -2.57 -0.2156
C 2.53 -1.35 -2.98 0.0430
C 2.35 -2.38 -2.08 -0.2614
C 2.97 -3.73 -2.13 -0.0134
C 1.44 0.94 -3.25 -0.1598
C 1.67 1.05 -4.63 -0.0255
C 1.47 2.25 -5.27 -0.0762
C 1.00 3.36 -4.58 -0.0733
C 0.75 3.25 -3.22 -0.0605
C 0.99 2.06 -2.56 -0.0624
C -3.76 -0.88 0.29 -0.1813
C -3.64 0.25 1.09 -0.0505
C -4.71 1.11 1.26 -0.0732
C -5.93 0.84 0.65 -0.0743
C -6.06 -0.29 -0.14 -0.0705
C -4.99 -1.15 -0.32 -0.0291
H -2.07 -5.78 -0.07 0.0857
H -0.60 -5.42 -1.00 0.0856
H -0.55 -5.41 0.77 0.0818
H -3.74 -3.77 0.02 0.1150
H 1.21 -3.88 -0.03 0.1133
H 2.24 -1.75 4.41 0.1162
H 3.18 -4.07 3.22 0.0874
H 1.60 -4.73 2.79 0.0905
H 2.75 -4.32 1.52 0.0669
H 2.69 0.65 4.76 0.1112
H 2.28 2.86 5.77 0.1073
H 0.35 4.21 5.05 0.1121
H -1.17 3.37 3.32 0.1110
H -0.76 1.14 2.30 0.0726
H 3.21 -1.32 -3.82 0.1142
H 3.66 -3.77 -2.96 0.0868
H 3.51 -3.96 -1.21 0.0691
H 2.21 -4.49 -2.26 0.0857
H 2.02 0.20 -5.19 0.1091
H 1.66 2.33 -6.33 0.1046
H 0.86 4.30 -5.09 0.1065
H 0.37 4.10 -2.67 0.1100
H 0.87 1.99 -1.49 0.0596
H -2.71 0.44 1.60 0.0935
H -4.61 2.00 1.87 0.1157
H -6.76 1.51 0.80 0.1084
H -7.01 -0.52 -0.61 0.1060
H -5.10 -2.03 -0.93 0.1114
C 8.88 1.08 -0.78 -0.0388
C 7.41 0.92 -0.53 -0.2464
C 6.49 1.90 -0.85 0.0078
C 5.13 1.75 -0.59 -0.1732
C 4.18 2.84 -0.95 -0.0186
C 4.67 0.56 0.01 -0.0887
C 3.29 0.35 0.37 -0.1598
O 2.33 1.09 0.20 0.0050
C 5.61 -0.47 0.30 -0.1909
C 5.20 -1.80 0.86 -0.0320
C 6.94 -0.27 0.03 -0.0076
H 9.13 2.09 -1.06 0.0788
H 9.20 0.40 -1.57 0.0898
H 9.44 0.81 0.12 0.0861
H 6.84 2.82 -1.31 0.1193
H 4.71 3.67 -1.41 0.0857
H 3.66 3.20 -0.07 0.0957
H 3.43 2.47 -1.64 0.0717
H 3.13 -0.62 0.88 0.1012
H 4.46 -2.28 0.22 0.0687
H 4.79 -1.72 1.86 0.0869
H 6.07 -2.45 0.91 0.0833
H 7.66 -1.05 0.26 0.1198
O -2.59 8.05 1.81 -0.3764
S -3.85 8.54 1.29 0.3967
O -4.91 8.66 2.26 -0.3589
O -3.76 9.56 0.27 -0.3587
C -4.46 7.11 0.26 -0.3546
N -5.64 7.24 -0.30 0.1363
C -6.06 6.21 -1.02 -0.1051
C -5.31 5.06 -1.18 0.0068
C -4.07 5.03 -0.55 -0.2169
N -3.67 6.08 0.17 0.1527
C -3.13 3.90 -0.55 -0.1153
C -3.33 2.69 -1.22 0.0145
C -2.39 1.69 -1.10 -0.1233
N -1.27 1.80 -0.39 -0.0145
C -1.05 2.98 0.21 -0.1181
C -1.93 4.04 0.16 0.0365
H -7.04 6.32 -1.46 0.1086
H -5.68 4.23 -1.76 0.0950
H -4.21 2.51 -1.82 0.1167
H -2.53 0.74 -1.60 0.1210
H -0.11 3.08 0.73 0.1147
H -1.74 4.97 0.66 0.1247
```

Properties
maximum force: 0.0445 Eh/bohr
expectation value of S²: 0.756
energy above the lowest of the compared OMol25 structures with the same formula, charge and spin: 0.0 kJ/mol
energy: -122301.9666 eV
2S+1: 2
HOMO-LUMO gap (alpha / beta): 0.1933 / 0.2235 hartree
highest occupied orbital energy (alpha / beta): -7.1 / -7.1 eV